No. 1
Here is the molecule C4H8OS in a non-equilibrium geometry from the OMol25 dataset. Energies are from ωB97M-V with the def2-TZVPD basis set.

Results
SMILES: CSC[C@H]1CO1
HOMO energy in eV: -8.7
Orbital gap in eV: 9.6659
Energy above the lowest of the compared OMol25 structures with the same formula, charge and spin in kJ/mol: 178.00
E_tot in eV: -17158.605
E_LUMO in Eh: 0.035

Element x y z (Å)
C: 1.28 2.21 -0.55
S: 0.34 1.35 0.75
C: -0.68 0.20 -0.23
C: -0.05 -1.18 -0.35
C: -0.39 -2.26 0.54
O: -1.05 -2.11 -0.77
H: 0.72 3.09 -0.93
H: 2.32 2.49 -0.16
H: 1.35 1.62 -1.50
H: -1.65 0.20 0.33
H: -0.93 0.57 -1.21
H: 0.97 -1.19 -0.83
H: 0.31 -3.16 0.63
H: -1.01 -2.10 1.47


No. 2
Here is the molecule C4H8OS in a non-equilibrium geometry from the OMol25 dataset. Energies are from ωB97M-V with the def2-TZVPD basis set.

Results
SMILES: O[C@H]1CCSC1
HOMO energy in eV: -8.6
Orbital gap in eV: 9.4158
Energy above the lowest of the compared OMol25 structures with the same formula, charge and spin in kJ/mol: 66.41
E_tot in eV: -17159.762
E_LUMO in Eh: 0.030

Element x y z (Å)
O: -0.05 -1.12 -2.06
C: -0.42 -0.64 -0.77
C: 0.56 -1.15 0.19
C: 0.37 -0.38 1.48
S: -0.05 1.35 1.02
C: -0.32 0.85 -0.66
H: -0.31 -2.03 -2.20
H: -1.48 -0.90 -0.45
H: 0.48 -2.27 0.17
H: 1.44 -0.80 -0.35
H: 1.27 -0.51 2.09
H: -0.49 -0.83 1.98
H: -1.25 1.36 -1.14
H: 0.41 1.19 -1.40


No. 3
Here is the molecule C4H8OS2 in a non-equilibrium geometry from the OMol25 dataset. Energies are from ωB97M-V with the def2-TZVPD basis set.

Results
Multiplicity: 3
HOMO energy (alpha / beta) in eV: -5.8 / -9.4
⟨S²⟩: 2.0093
Orbital gap (alpha / beta) in eV: 6.3507 / 6.8644
Energy above the lowest of the compared OMol25 structures with the same formula, charge and spin in kJ/mol: 86.15
E_tot in eV: -27990.200
E_LUMO (alpha / beta) in Eh: 0.019 / -0.093

Element x y z (Å)
C: 0.33 -1.77 -1.00
C: -0.57 1.82 0.22
C: 0.20 0.79 -0.55
C: 0.03 -0.53 0.16
O: 1.04 -1.58 -1.93
S: 1.15 -0.73 1.63
S: -1.61 -1.02 0.87
H: -0.19 -2.69 -0.97
H: -1.67 1.46 0.44
H: -0.46 2.70 -0.42
H: -0.20 1.99 1.25
H: 1.15 1.13 -0.64
H: -0.22 0.61 -1.53
H: 2.17 0.06 1.03
H: -1.16 -2.23 1.42


No. 4
Here is the ion C4H8OS2 with charge +1 in a non-equilibrium geometry from the OMol25 dataset. Energies are from ωB97M-V with the def2-TZVPD basis set.

Results
Multiplicity: 2
HOMO energy (alpha / beta) in eV: -14.1 / -13.9
⟨S²⟩: 0.7548
Orbital gap (alpha / beta) in eV: 9.7214 / 5.4986
Energy above the lowest of the compared OMol25 structures with the same formula, charge and spin in kJ/mol: 3.48
Net charge: +1
E_tot in eV: -27985.524
E_LUMO (alpha / beta) in Eh: -0.160 / -0.310

Element x y z (Å)
C: 1.14 -1.38 -0.44
C: 2.22 -0.30 -0.31
O: 3.29 -0.37 -0.96
C: -0.14 -0.91 -1.20
S: -0.42 0.77 -0.89
S: -0.24 1.16 1.06
C: -2.06 1.59 1.44
H: 0.78 -1.58 0.66
H: 1.56 -2.30 -0.71
H: 1.94 0.71 0.04
H: 0.00 -0.88 -2.25
H: -0.95 -1.48 -0.88
H: -2.14 2.62 1.76
H: -2.73 1.62 0.58
H: -2.25 0.74 2.09